--- w ---
The ion C3H8NOS with charge +1. Source: the Open Molecules 2025 dataset; level of theory: wB97M-V/def2-TZVPD.

The geometry in XYZ format:
```
14
Properties=species:S:1:pos:R:3:nbo_charge:R:1
N -1.422 0.598 0.309 -0.685
C 0.068 0.282 0.210 -0.160
C 0.500 1.021 -1.080 0.426
O -0.084 2.015 -1.387 -0.482
C 0.310 -1.222 0.138 -0.575
S 2.037 -1.656 -0.068 0.070
H -1.691 0.860 1.260 0.446
H -1.579 1.405 -0.304 0.469
H -1.995 -0.222 0.107 0.444
H 0.509 0.734 1.093 0.251
H 1.287 0.546 -1.676 0.185
H -0.114 -1.691 1.028 0.240
H -0.285 -1.633 -0.676 0.240
H 2.458 -1.038 1.046 0.132
```

* 2S+1: 1
* E_LUMO: -0.153 hartree
* HOMO: -13.56 eV
* net charge: +1
* gap between HOMO and LUMO: 9.40 eV
* SMILES string: [NH3+][C@H](C=O)CS


--- x ---
A cluster of 2 separate species, C3H8NOS in total. Source: the Open Molecules 2025 dataset; level of theory: wB97M-V/def2-TZVPD.

The geometry in XYZ format:
```
14
Properties=species:S:1:pos:R:3:nbo_charge:R:1
O -0.689 -0.731 -0.629 -0.356
C 0.457 -0.679 -0.985 0.297
C 1.471 -0.063 -0.101 0.212
C 1.128 0.239 1.248 -0.650
S 0.632 1.978 1.049 0.263
N -2.858 -2.547 -1.817 -1.082
H 0.736 -0.968 -2.000 0.191
H 2.369 0.385 -0.528 0.255
H 1.989 0.214 1.915 0.320
H 0.339 -0.378 1.650 0.283
H 1.210 2.439 2.175 0.184
H -3.171 -3.221 -1.134 0.365
H -3.675 -2.101 -2.220 0.365
H -2.320 -1.806 -1.398 0.352
```

* 2S+1: 1
* E_LUMO: -0.313 hartree
* HOMO: -12.34 eV
* net charge: +1
* gap between HOMO and LUMO: 3.81 eV


--- y ---
The ion C3H8NOS with charge +1. Source: the Open Molecules 2025 dataset; level of theory: wB97M-V/def2-TZVPD.

The geometry in XYZ format:
```
14
Properties=species:S:1:pos:R:3:nbo_charge:R:1
N 1.622 -0.039 -0.046 -0.731
C 0.055 0.337 0.343 -0.116
C -0.121 -0.264 1.695 0.393
O 0.797 -0.131 2.500 -0.468
C -0.784 -0.244 -0.870 -0.587
S -2.098 0.914 -1.073 0.044
H 1.871 0.819 -0.610 0.457
H 2.129 -0.066 0.888 0.477
H 1.658 -0.915 -0.587 0.449
H -0.041 1.453 0.440 0.273
H -1.210 -0.590 1.791 0.179
H -0.181 -0.343 -1.812 0.240
H -1.152 -1.216 -0.492 0.235
H -2.544 0.285 -2.166 0.156
```

* 2S+1: 1
* E_LUMO: -0.171 hartree
* HOMO: -13.53 eV
* net charge: +1
* gap between HOMO and LUMO: 8.87 eV
* SMILES string: [NH3+][C@H](C=O)CS


Most stable structure: w


--- w ---
A structure of composition C2H3O2S2. Source: the Open Molecules 2025 dataset; level of theory: wB97M-V/def2-TZVPD.

The geometry in XYZ format:
```
9
Properties=species:S:1:pos:R:3:nbo_charge:R:1
C 2.028 -0.752 -0.079 0.778
C -1.656 0.246 0.021 -0.766
O 1.146 -1.401 -0.554 -0.694
O 3.193 -0.838 0.228 -0.669
S 1.628 1.081 0.462 -0.181
S -0.973 1.882 -0.310 -0.121
H -2.580 0.145 -0.547 0.196
H -1.850 0.138 1.087 0.195
H -0.936 -0.500 -0.307 0.261
```

* 2S+1: 1
* E_LUMO (alpha / beta): 0.090 / 0.090 hartree
* HOMO (alpha / beta): -4.53 / -4.53 eV
* net charge: -1
* gap between HOMO and LUMO (alpha / beta): 6.98 / 6.98 eV


--- x ---
A cluster of 2 separate species, C2H3O2S2 in total. Source: the Open Molecules 2025 dataset; level of theory: wB97M-V/def2-TZVPD.

The geometry in XYZ format:
```
9
Properties=species:S:1:pos:R:3:nbo_charge:R:1
C 0.961 0.043 -0.400 -0.378
C -0.621 -1.114 0.953 -0.630
O -0.384 1.332 -2.139 -1.021
O -0.486 2.209 0.174 -1.020
S 2.326 -0.676 -0.749 -0.021
S 0.373 1.758 -0.936 1.502
H -1.277 -1.431 0.169 0.189
H 0.029 -1.845 1.387 0.174
H -0.922 -0.275 1.542 0.204
```

* 2S+1: 1
* E_LUMO (alpha / beta): 0.123 / 0.123 hartree
* HOMO (alpha / beta): -3.22 / -3.22 eV
* net charge: -1
* gap between HOMO and LUMO (alpha / beta): 6.56 / 6.56 eV


--- y ---
A cluster of 2 separate species, C2H3O2S2 in total. Source: the Open Molecules 2025 dataset; level of theory: wB97M-V/def2-TZVPD.

The geometry in XYZ format:
```
9
Properties=species:S:1:pos:R:3:nbo_charge:R:1
C 1.087 0.718 -0.360 -0.397
C 0.795 -0.510 0.149 -0.445
O -1.298 -1.423 -1.033 -0.952
O -1.354 -1.715 1.427 -0.952
S -2.107 2.534 0.524 -0.605
S -1.075 -0.819 0.286 1.733
H 2.009 1.036 -0.731 0.178
H 0.335 1.499 -0.369 0.231
H 1.608 -1.321 0.106 0.209
```

* 2S+1: 1
* E_LUMO (alpha / beta): 0.056 / 0.095 hartree
* HOMO (alpha / beta): -3.73 / -4.21 eV
* net charge: -1
* gap between HOMO and LUMO (alpha / beta): 5.25 / 6.80 eV


Most stable structure: w


--- w ---
A structure of composition C2H6N3O. Source: the Open Molecules 2025 dataset; level of theory: wB97M-V/def2-TZVPD.

The geometry in XYZ format:
```
12
Properties=species:S:1:pos:R:3:nbo_charge:R:1
C -0.694 0.497 -0.782 0.517
C 0.337 -1.076 1.354 0.723
N -0.531 -0.832 0.482 -0.701
N -0.084 1.648 -0.502 -0.764
N 1.158 -1.237 2.224 -0.542
O -0.240 -0.228 -1.865 -0.644
H -1.745 0.483 -0.710 0.211
H 0.881 1.736 -0.644 0.412
H -1.228 -1.500 0.282 0.440
H -0.585 2.193 0.223 0.430
H 2.047 -1.470 1.959 0.420
H 0.683 -0.213 -2.022 0.497
```

* 2S+1: 1
* E_LUMO: -0.149 hartree
* HOMO: -15.70 eV
* net charge: +1
* gap between HOMO and LUMO: 11.64 eV


--- x ---
A structure of composition C2H6N3O. Source: the Open Molecules 2025 dataset; level of theory: wB97M-V/def2-TZVPD.

The geometry in XYZ format:
```
12
Properties=species:S:1:pos:R:3:nbo_charge:R:1
C -0.087 -0.355 -0.735 0.580
C 0.523 1.166 0.455 0.127
N -0.692 -0.982 0.085 -0.093
N 0.420 -0.290 -1.909 -0.728
N -1.047 -0.985 1.360 -0.472
O -0.052 1.075 1.464 -0.473
H 1.488 0.771 0.189 0.135
H 0.180 2.019 -0.162 0.145
H 0.704 0.595 -2.245 0.437
H 0.993 -1.019 -2.176 0.433
H -2.049 -0.779 1.507 0.445
H -0.379 -1.216 2.167 0.465
```

* 2S+1: 1
* E_LUMO: -0.203 hartree
* HOMO: -14.38 eV
* net charge: +1
* gap between HOMO and LUMO: 8.85 eV


Most stable structure: w


--- w ---
A cluster of 3 separate species, C2H2FNO in total. Source: the Open Molecules 2025 dataset; level of theory: wB97M-V/def2-TZVPD.

The geometry in XYZ format:
```
7
Properties=species:S:1:pos:R:3:nbo_charge:R:1
C -1.614 -0.576 0.408 0.190
C 1.309 1.134 -0.192 0.508
N -1.328 0.385 -0.088 -0.394
O 1.934 0.178 -0.216 -0.138
F 1.107 -1.373 -0.316 -0.645
H -1.842 -1.487 0.717 0.216
H 0.433 1.739 -0.314 0.264
```

* 2S+1: 1
* E_LUMO (alpha / beta): -0.018 / -0.018 hartree
* HOMO (alpha / beta): -9.29 / -9.26 eV
* gap between HOMO and LUMO (alpha / beta): 8.80 / 8.76 eV


--- x ---
A cluster of 2 separate species, C2H2FNO in total. Source: the Open Molecules 2025 dataset; level of theory: wB97M-V/def2-TZVPD.

The geometry in XYZ format:
```
7
Properties=species:S:1:pos:R:3:nbo_charge:R:1
C -2.730 -0.378 0.080 0.925
C -0.384 -0.041 0.125 0.114
N -1.584 -0.404 -0.300 -0.543
O -3.862 -0.263 0.158 -0.391
F 1.737 -1.675 0.285 -0.587
H 0.575 -0.070 -0.412 0.286
H -0.319 0.349 1.184 0.197
```

* 2S+1: 1
* E_LUMO (alpha / beta): -0.105 / -0.076 hartree
* HOMO (alpha / beta): -8.77 / -10.92 eV
* gap between HOMO and LUMO (alpha / beta): 5.90 / 8.86 eV


Most stable structure: x


--- w ---
A cluster of 3 separate species, C3H9O5 in total. Source: the Open Molecules 2025 dataset; level of theory: wB97M-V/def2-TZVPD.

The geometry in XYZ format:
```
17
Properties=species:S:1:pos:R:3:nbo_charge:R:1
O 1.823 0.296 1.045 -0.754
C 1.065 -0.197 0.202 0.772
O 1.038 -1.415 -0.158 -0.801
C 0.049 0.738 -0.483 -0.553
C -0.127 0.452 -1.962 -0.051
O -0.332 -0.928 -2.214 -0.798
H 0.293 1.778 -0.276 0.206
H -0.927 0.627 0.013 0.200
H -1.038 0.945 -2.317 0.148
H 0.734 0.812 -2.538 0.139
H 0.192 -1.388 -1.489 0.497
H -1.230 -3.424 0.265 0.474
H -1.832 -2.304 -0.577 0.489
O -2.034 -3.034 0.005 -0.966
H 1.265 2.498 2.844 0.501
H 0.246 1.893 3.942 0.477
O 0.815 2.651 3.699 -0.979
```

* 2S+1: 1
* E_LUMO: 0.140 hartree
* HOMO: -5.03 eV
* net charge: -1
* gap between HOMO and LUMO: 8.84 eV


--- x ---
A cluster of 3 separate species, C3H9O5 in total. Source: the Open Molecules 2025 dataset; level of theory: wB97M-V/def2-TZVPD.

The geometry in XYZ format:
```
17
Properties=species:S:1:pos:R:3:nbo_charge:R:1
O 0.778 0.740 1.923 -0.761
C 0.883 0.173 0.821 0.785
O 1.867 -0.122 0.110 -0.796
C -0.584 -0.176 0.219 -0.578
C -0.556 -0.154 -1.311 -0.064
O 0.340 -1.081 -1.893 -0.773
H -1.276 0.530 0.688 0.209
H -0.764 -1.175 0.662 0.203
H -1.569 -0.297 -1.715 0.150
H -0.337 0.897 -1.623 0.136
H 1.143 -0.868 -1.316 0.502
H 1.464 -2.213 0.404 0.489
H 0.929 -3.350 -0.362 0.462
O 1.539 -3.175 0.348 -0.962
H -1.083 2.753 1.229 0.486
H -1.085 4.005 0.624 0.454
O -1.689 3.512 1.193 -0.941
```

* 2S+1: 1
* E_LUMO: 0.133 hartree
* HOMO: -4.72 eV
* net charge: -1
* gap between HOMO and LUMO: 8.35 eV


Most stable structure: w


--- w ---
The ion C11H18N3O with charge +1. Source: the Open Molecules 2025 dataset; level of theory: wB97M-V/def2-TZVPD.

The geometry in XYZ format:
```
33
Properties=species:S:1:pos:R:3:nbo_charge:R:1
C -2.865 -1.722 0.510 -0.636
C -1.372 -1.519 0.864 -0.379
C -0.862 -0.175 0.314 -0.193
C 0.670 0.032 0.311 -0.007
C 1.521 -0.907 0.547 -0.124
C 2.966 -0.785 0.443 -0.462
C 3.592 0.650 0.320 -0.389
C 2.671 1.407 -0.472 -0.373
C 1.122 1.425 -0.042 -0.458
C -1.568 -0.048 -1.061 0.571
N -1.311 -0.811 -2.087 -0.715
N -2.410 0.942 -1.056 -0.354
N -2.427 1.652 0.115 -0.460
C -1.417 1.201 0.945 0.683
O -1.108 1.825 1.946 -0.519
H -3.539 -1.015 0.934 0.218
H -3.167 -2.727 0.886 0.247
H -3.204 -1.681 -0.491 0.194
H -0.810 -2.422 0.306 0.221
H -1.364 -1.576 1.885 0.251
H 1.127 -1.894 0.737 0.207
H 3.259 -1.207 1.366 0.233
H 3.484 -1.239 -0.319 0.235
H 3.732 1.151 1.330 0.197
H 4.606 0.735 0.026 0.233
H 2.737 0.910 -1.409 0.185
H 2.896 2.402 -0.512 0.214
H 0.596 1.920 -0.830 0.205
H 1.082 2.165 0.733 0.241
H -0.632 -1.514 -2.032 0.435
H -1.952 -0.832 -2.859 0.419
H -3.221 1.190 -1.676 0.450
H -2.833 2.469 0.329 0.432
```

* 2S+1: 1
* E_LUMO: -0.126 hartree
* HOMO: -12.76 eV
* net charge: +1
* gap between HOMO and LUMO: 9.34 eV
* SMILES string: CC[C@@]1(C2=CCCCC2)C(=[NH2+])NNC1=O


--- x ---
The ion C11H18N3O with charge +1. Source: the Open Molecules 2025 dataset; level of theory: wB97M-V/def2-TZVPD.

The geometry in XYZ format:
```
33
Properties=species:S:1:pos:R:3:nbo_charge:R:1
C 2.738 -3.083 0.328 -0.428
N 2.137 -1.782 0.103 -0.375
C 0.952 -1.525 0.164 0.155
C 0.386 0.110 -0.162 0.002
C -1.083 -0.090 -0.087 0.340
C -2.051 -0.335 -0.979 -0.355
C -3.261 -0.143 -0.270 0.179
C -4.670 -0.383 -0.811 -0.654
N -3.041 0.209 0.950 -0.099
O -1.664 0.141 1.140 -0.359
C 0.974 0.649 -1.399 -0.429
C 0.946 2.133 -1.224 -0.441
C 1.376 2.233 0.204 -0.194
N 0.745 1.011 0.955 -0.372
C 1.532 0.575 2.117 -0.408
H 3.296 -3.102 -0.626 0.243
H 1.995 -3.815 0.662 0.202
H 3.393 -2.814 1.023 0.214
H 0.106 -1.966 0.532 0.161
H -1.955 -0.670 -1.997 0.254
H -4.819 -1.472 -0.925 0.251
H -5.473 0.013 -0.144 0.254
H -4.696 0.337 -1.700 0.240
H 0.381 0.302 -2.244 0.245
H 1.991 0.381 -1.648 0.248
H 1.433 2.803 -1.952 0.270
H -0.135 2.343 -1.410 0.222
H 2.477 2.087 0.401 0.227
H 1.014 3.088 0.669 0.229
H -0.225 1.304 1.312 0.465
H 1.059 -0.222 2.623 0.236
H 2.488 0.227 1.634 0.239
H 1.650 1.458 2.763 0.237
```

* 2S+1: 1
* E_LUMO: -0.087 hartree
* HOMO: -12.87 eV
* net charge: +1
* gap between HOMO and LUMO: 10.51 eV
* SMILES string: C/N=C/[C@]1(c2cc(C)no2)CCC[N@@H+]1C


Most stable structure: w